1.
A structure of composition C23H32N4O2. Source: OMol25; level of theory: ωB97M-V/def2-TZVPD.

Geometry as ORCA input:
```
! RIJCOSX wB97M-V def2-TZVPD def2/J DEFGRID3
* xyz 0 1
C 5.86 -0.42 1.33
C -6.18 1.28 0.25
H 6.70 0.27 2.25
H -5.56 4.59 0.85
H -5.19 3.11 1.89
C -3.42 -1.85 0.01
O 6.22 1.44 -0.39
H -4.36 3.58 -1.20
C 0.71 -1.48 -2.20
H 7.95 2.82 -1.56
C 5.51 0.26 0.23
C -0.17 -0.83 0.50
C -4.12 -3.02 0.79
H 6.82 2.31 1.19
C -3.06 -3.93 0.80
H 3.13 -2.42 -1.65
N -2.01 -3.30 0.61
H -0.72 -0.28 1.03
H -3.02 -4.79 1.39
H 0.04 -3.21 -1.21
H -6.09 0.89 1.07
C 5.08 -1.40 2.05
H 0.11 -1.82 1.12
N 1.57 -0.80 -1.31
C 7.67 3.11 -0.53
C -1.13 -1.54 -0.57
H 8.60 3.61 0.13
C 1.00 -0.33 -0.29
N -4.15 -0.62 -0.62
C 7.30 1.97 0.28
H 1.73 0.18 0.54
C -6.68 2.77 0.48
H -7.40 2.68 1.39
C 3.98 -2.00 1.49
C -0.51 -2.22 -1.66
H -4.98 1.35 -1.45
H -7.23 3.30 -0.36
H 4.13 0.10 -1.40
O -2.88 0.54 0.74
H 0.25 -0.38 -2.79
C 2.48 -1.74 -0.67
H -5.19 -0.85 -0.57
H -0.96 -2.58 -2.47
H -1.62 -0.42 -1.18
H 0.46 0.83 -0.59
C -4.35 3.15 -0.09
H 5.54 -1.79 3.08
H 2.04 -2.63 -0.11
H -5.19 -3.17 1.08
N -2.24 -2.25 0.04
H 6.87 3.75 -0.86
H 1.46 -1.97 -2.99
H 7.89 1.26 0.49
H -6.93 0.73 -0.58
C -5.46 3.34 0.85
C 4.33 -0.25 -0.53
H -3.39 2.97 0.56
H 3.59 -2.79 1.84
C 3.67 -1.33 -0.04
C -3.76 0.50 0.04
C -4.79 1.68 -0.51
*
```

Summary:
gap between HOMO and LUMO: 9.117 eV
calculated total energy: -1264.4130 hartree
E_LUMO: 0.7 eV
HOMO level: -8.421 eV
energy relative to the best compared isomer or geometry (same formula, charge and spin): 2124.6 kJ/mol



2.
A structure of composition C35H39FNO6PtTe. Source: OMol25; level of theory: ωB97M-V/def2-TZVPD.

Geometry as ORCA input:
```
! RIJCOSX wB97M-V def2-TZVPD def2/J DEFGRID3
* xyz -2 2
C -2.85 -2.39 -0.57
C -2.44 4.02 -3.51
H 2.79 -2.85 2.33
H 2.11 0.59 -2.95
C -4.83 3.34 -2.51
C -2.22 -1.83 -1.69
C 2.08 -1.51 -0.22
H -1.39 -1.25 3.31
C -2.87 -0.72 -2.46
C 2.40 -0.94 -1.46
C -2.26 -3.43 0.14
C 4.03 -2.69 -1.88
C 3.70 -3.25 -0.65
H -2.58 6.32 -0.97
H -2.36 4.87 -4.18
C -2.49 2.79 -4.44
H 5.96 -3.60 -2.22
H -0.95 6.10 -2.74
C 2.40 -3.39 1.46
H 5.35 -2.67 -3.59
H 1.84 1.14 -1.27
F -0.45 -4.92 0.44
C -0.67 -2.00 3.64
H 0.13 5.33 -1.58
C 5.06 -3.34 -2.77
H -3.83 2.17 2.15
C 1.71 0.30 -1.97
H -4.41 1.67 0.54
H 3.60 -1.08 -3.23
C -3.89 1.35 1.44
O -5.31 3.23 -3.65
C 2.60 -0.15 2.99
C 3.22 -1.02 6.64
C 1.31 -1.46 5.06
C 2.73 -2.69 0.18
C -1.96 5.42 -0.89
H 3.38 -0.03 7.08
H -0.46 -1.90 -2.90
H -1.01 -2.46 4.57
C -2.48 0.86 1.16
C 1.34 -0.73 2.76
C -1.03 -3.90 -0.26
H -3.95 -0.78 -2.36
C -0.88 5.31 -2.00
C 3.35 0.59 1.91
C -1.20 3.94 -2.61
N -2.18 0.72 -0.09
C 2.56 -0.92 5.29
C -0.36 -3.37 -1.34
C -2.77 4.15 -1.13
H 4.19 -1.51 6.58
C 0.68 -1.38 3.81
H 4.19 1.14 2.34
O -1.69 3.22 -1.46
H 4.20 -4.16 -0.34
C 3.37 -1.53 -2.27
H 0.63 0.16 -2.07
O -1.72 0.59 2.14
Te 0.42 -0.63 0.85
H 2.60 -1.59 7.34
H 4.17 0.18 4.40
O -5.25 2.89 -1.42
H -1.51 5.40 0.10
Pt -2.34 1.16 -1.94
C -3.55 4.24 -2.44
H -2.62 -0.80 -3.53
H 2.81 -4.40 1.47
H -0.35 3.40 -3.02
O -2.50 1.61 -3.91
H -3.36 3.75 -0.31
H 0.79 -1.97 5.87
H -3.94 5.26 -2.56
H 4.67 -4.25 -3.22
H -2.74 -3.86 1.01
H -4.45 0.53 1.92
O -2.42 2.98 -5.65
C -0.97 -2.34 -2.05
H 1.32 -3.46 1.59
H 2.69 1.28 1.38
C 3.19 -0.27 4.24
H 3.75 -0.10 1.16
H 0.62 -3.73 -1.61
H -3.80 -2.00 -0.25
H -0.64 -2.77 2.86
*
```

Summary:
gap between HOMO and LUMO (spin up / spin down): 6.125 / 6.248 eV
calculated total energy: -2350.5786 hartree
E_LUMO (spin up / spin down): 3.8 / 3.8 eV
HOMO level (spin up / spin down): -2.298 / -2.422 eV
energy relative to the best compared isomer or geometry (same formula, charge and spin): 22.6 kJ/mol



3.
A structure of composition C3H2IrO3. Source: OMol25; level of theory: ωB97M-V/def2-TZVPD.

Geometry as ORCA input:
```
! RIJCOSX wB97M-V def2-TZVPD def2/J DEFGRID3
* xyz 0 6
O -0.92 1.14 0.66
O 0.04 -0.06 -0.86
O 0.83 1.99 -0.48
H -1.05 -1.80 -0.49
C -0.06 1.15 -0.34
Ir 2.33 0.12 -0.11
C -0.55 -0.99 0.07
C -1.37 -0.20 0.99
H 0.75 -1.35 0.56
*
```

Summary:
gap between HOMO and LUMO (spin up / spin down): 6.509 / 5.510 eV
calculated total energy: -445.1664 hartree
E_LUMO (spin up / spin down): -0.2 / -3.1 eV
HOMO level (spin up / spin down): -6.676 / -8.659 eV
energy relative to the best compared isomer or geometry (same formula, charge and spin): 42.1 kJ/mol



4.
A structure of composition C3HBr3O2. Source: OMol25; level of theory: ωB97M-V/def2-TZVPD.

Geometry as ORCA input:
```
! RIJCOSX wB97M-V def2-TZVPD def2/J DEFGRID3
* xyz 0 1
C -0.27 0.56 -0.44
O -0.71 0.33 -1.52
C -1.90 1.67 0.81
O -0.93 0.91 0.67
H 0.77 0.70 -0.37
C -3.52 -0.87 0.18
Br -4.36 0.16 1.46
Br -4.12 -0.77 -1.53
Br -2.65 2.56 -0.69
*
```

Summary:
gap between HOMO and LUMO (spin up / spin down): 7.648 / 7.648 eV
calculated total energy: -7987.1940 hartree
E_LUMO (spin up / spin down): -1.1 / -1.1 eV
HOMO level (spin up / spin down): -8.794 / -8.795 eV
energy relative to the best compared isomer or geometry (same formula, charge and spin): 525.0 kJ/mol



5.
A structure of composition C3H4O4Tm. Source: OMol25; level of theory: ωB97M-V/def2-TZVPD.

Geometry as ORCA input:
```
! RIJCOSX wB97M-V def2-TZVPD def2/J DEFGRID3
* xyz 1 3
Tm 1.29 1.76 -1.23
O -1.56 -0.05 -0.71
H -0.66 1.09 1.72
C -0.49 0.08 1.32
C -0.18 0.04 -0.17
C -2.36 -0.55 0.22
O -1.75 -0.62 1.41
O -3.51 -0.88 0.04
H 0.25 -0.44 1.94
H 3.92 2.14 -0.30
H 0.26 -0.96 -0.39
O 3.20 2.52 -0.81
*
```

Summary:
gap between HOMO and LUMO (spin up / spin down): 6.370 / 6.406 eV
calculated total energy: -1502.5428 hartree
E_LUMO (spin up / spin down): -7.1 / -7.0 eV
HOMO level (spin up / spin down): -13.422 / -13.419 eV
energy relative to the best compared isomer or geometry (same formula, charge and spin): 0.0 kJ/mol



6.
A cluster of 2 separate species, CH3NO3 in total. Source: OMol25; level of theory: ωB97M-V/def2-TZVPD.

Geometry as ORCA input:
```
! RIJCOSX wB97M-V def2-TZVPD def2/J DEFGRID3
* xyz 0 1
H -1.84 0.13 1.39
N -0.84 0.27 -0.37
H -1.32 0.47 -1.26
O -1.93 -0.18 0.48
C 2.00 -0.03 0.08
O 2.04 -0.43 1.18
H -0.17 -0.45 -0.48
O 2.07 0.22 -1.02
*
```

Summary:
gap between HOMO and LUMO: 10.424 eV
calculated total energy: -320.3426 hartree
E_LUMO: 0.5 eV
HOMO level: -9.891 eV
energy relative to the best compared isomer or geometry (same formula, charge and spin): 0.0 kJ/mol